[1]
Computed, not measured: C30H51HoNP2 as an isolated structure, with ωB97M-V/def2-TZVPD.

Element x y z (Å)
Ho -0.025 -0.223 1.936
C -0.497 -2.631 2.673
C 0.851 -2.689 2.204
C 0.805 -1.252 4.012
C -0.537 -1.737 3.791
C 1.654 -1.844 3.027
C -1.658 -3.355 2.081
H -1.406 -3.766 1.101
H -2.529 -2.701 1.948
H -1.971 -4.184 2.727
C -1.747 -1.274 4.525
H -2.662 -1.514 3.976
H -1.729 -0.187 4.664
H -1.822 -1.720 5.524
C 1.211 -0.238 5.024
H 1.266 -0.665 6.034
H 0.496 0.592 5.064
H 2.189 0.191 4.778
C 3.134 -1.702 2.943
H 3.631 -2.304 3.713
H 3.453 -0.665 3.084
H 3.510 -2.031 1.973
C 1.386 -3.608 1.159
H 1.800 -4.527 1.602
H 2.193 -3.130 0.590
H 0.611 -3.898 0.444
C -1.892 0.447 -5.417
C -1.797 -0.900 -5.472
C -0.823 -1.698 -6.287
C 0.479 -0.983 -6.706
C 1.289 -0.432 -5.560
C 1.179 0.746 -4.960
C 0.235 1.864 -5.308
C -1.025 1.462 -6.103
H -1.316 -2.062 -7.204
H 0.257 -0.233 -7.473
H -0.557 -2.604 -5.720
H -0.742 1.177 -7.121
H -2.726 0.882 -4.860
H -2.563 -1.494 -4.971
H -1.634 2.374 -6.203
H -0.078 2.367 -4.380
H 1.910 1.008 -4.177
H 0.772 2.630 -5.892
H 1.106 -1.742 -7.198
H 2.098 -1.112 -5.245
P -0.928 -0.456 -0.722
P 1.957 0.926 0.393
C 0.000 0.789 -1.749
C 0.938 1.737 -0.934
H -0.760 1.396 -2.276
H 0.584 0.257 -2.524
H 1.642 2.264 -1.604
H 0.324 2.505 -0.423
C 2.782 2.281 1.288
H 3.396 1.846 2.087
H 2.044 2.931 1.775
H 3.422 2.897 0.644
C 3.301 0.079 -0.490
H 3.767 0.729 -1.250
H 2.913 -0.828 -0.976
H 4.063 -0.235 0.241
C -2.660 0.122 -0.745
H -3.252 -0.523 -0.084
H -3.116 0.095 -1.741
H -2.742 1.136 -0.339
C -0.981 -2.025 -1.650
H 0.007 -2.507 -1.620
H -1.293 -1.900 -2.703
H -1.688 -2.696 -1.138
C -3.147 1.059 2.519
C -2.175 2.043 3.019
C -2.485 3.323 3.500
C -1.295 3.886 3.982
C -0.274 2.940 3.768
C 1.121 3.080 4.199
N -0.807 1.824 3.120
H -2.680 0.109 2.178
H -3.722 1.473 1.679
H -3.879 0.807 3.305
H -3.478 3.760 3.505
H -1.174 4.856 4.439
H 1.573 4.009 3.825
H 1.188 3.143 5.298
H 1.733 2.234 3.863

- frontier orbital gap (spin up / spin down) (eV) = 6.08 / 6.22
- HOMO (spin up / spin down) (eV) = -9.12 / -9.12
- energy above the lowest of the compared OMol25 structures with the same formula, charge and spin (kJ/mol) = 0.0
- total charge = +1
- F_max (eV/Å) = 2.27
- LUMO energy (spin up / spin down) (eV) = -3.04 / -2.90
- spin multiplicity = 5

=====

[2]
Computed, not measured: C30H52BCl2N8O2Rb as an isolated structure, with ωB97M-V/def2-TZVPD.

Element x y z (Å)
Rb 0.022 -0.118 0.104
C 0.147 3.360 5.179
C 0.121 2.044 4.471
C 0.154 0.790 5.040
C 0.120 -0.106 3.955
N 0.070 0.566 2.813
N 0.072 1.882 3.127
B 0.023 3.046 2.109
N 1.303 3.091 1.226
N 1.808 2.042 0.542
C 2.965 2.435 0.020
C 3.214 3.774 0.359
C 2.132 4.156 1.129
C 1.909 5.497 1.748
C 3.866 1.485 -0.737
C 5.192 2.171 -1.072
C 3.209 1.025 -2.044
C 4.152 0.261 0.146
N -1.293 3.038 1.285
N -1.755 1.996 0.559
C -2.945 2.348 0.084
C -3.262 3.650 0.501
C -2.186 4.054 1.265
C -2.036 5.367 1.964
C -3.782 1.411 -0.753
C -5.156 2.031 -1.024
C -3.091 1.149 -2.096
C -3.986 0.089 -0.002
C 0.134 -1.614 4.068
C 1.405 -2.044 4.814
C 0.115 -2.311 2.705
C -1.103 -2.062 4.861
H 0.187 3.191 6.253
H 1.020 3.946 4.889
H -0.742 3.951 4.956
H 0.199 0.562 6.092
H 0.016 4.056 2.734
H 4.057 4.390 0.095
H 2.761 6.137 1.522
H 1.011 5.972 1.352
H 1.801 5.432 2.831
H 5.039 3.029 -1.728
H 5.688 2.516 -0.163
H 5.856 1.467 -1.578
H 3.004 1.878 -2.694
H 3.871 0.334 -2.573
H 2.270 0.515 -1.834
H 4.610 0.575 1.085
H 3.227 -0.267 0.385
H 4.831 -0.428 -0.363
H -4.147 4.227 0.292
H -2.919 5.973 1.768
H -1.938 5.238 3.043
H -1.159 5.912 1.614
H -5.063 2.955 -1.598
H -5.770 1.335 -1.598
H -5.670 2.253 -0.087
H -2.963 2.081 -2.647
H -2.105 0.710 -1.955
H -3.693 0.469 -2.705
H -4.530 0.268 0.927
H -4.562 -0.612 -0.613
H -3.030 -0.366 0.254
H 2.292 -1.714 4.270
H 1.435 -1.606 5.812
H 1.439 -3.132 4.914
H 0.992 -2.030 2.119
H 0.135 -3.392 2.854
H -0.794 -2.050 2.158
H -1.107 -1.618 5.857
H -2.014 -1.751 4.346
H -1.113 -3.150 4.969
N 0.430 -2.448 -5.070
C -1.008 -2.321 -5.371
C -1.629 -1.262 -4.461
N -0.948 0.022 -4.545
C 0.477 -0.122 -4.281
C 1.142 -1.164 -5.179
H 0.842 -3.116 -5.713
H 0.465 -3.194 -3.606
H -1.480 -3.289 -5.195
H -1.164 -2.043 -6.421
H -1.574 -1.601 -3.425
H -2.680 -1.130 -4.719
H -1.095 0.433 -5.461
H 0.612 -0.414 -3.232
H 0.969 0.840 -4.421
H 2.179 -1.314 -4.874
H 1.137 -0.808 -6.217
Cl 1.987 -4.486 0.099
C 0.323 -4.507 -0.530
Cl -0.144 -6.123 -1.065
C 0.274 -3.459 -1.647
O -0.013 -2.307 -1.364
O 0.596 -3.900 -2.817
H -0.331 -4.216 0.284

- frontier orbital gap (eV) = 8.07
- HOMO (eV) = -7.99
- energy above the lowest of the compared OMol25 structures with the same formula, charge and spin (kJ/mol) = 16.7
- F_max (eV/Å) = 0.97
- LUMO energy (eV) = 0.08
- spin multiplicity = 1

=====

[3]
Computed, not measured: C30H52CrF9O22 as an isolated structure, with ωB97M-V/def2-TZVPD.

Element x y z (Å)
Cr 3.418 1.503 1.095
C 0.021 1.482 -1.418
C 0.172 0.856 -0.017
C -0.400 -0.594 -0.090
O 1.441 0.895 0.592
H 0.473 2.469 -1.520
H -1.053 1.519 -1.600
H 0.440 0.875 -2.221
H -0.549 1.428 0.568
H -0.227 -1.085 0.867
H 0.014 -1.295 -0.815
H -1.484 -0.630 -0.205
C -1.720 -1.709 -4.340
C -0.667 -2.398 -5.210
O -0.823 -3.820 -5.208
C -1.515 -4.434 -6.233
O -2.155 -3.946 -7.136
C -1.435 -5.988 -6.108
F -2.373 -6.447 -5.274
F -1.519 -6.605 -7.342
F -0.297 -6.345 -5.513
H -2.742 -2.015 -4.564
H -1.759 -0.626 -4.449
H -1.585 -1.911 -3.277
H 0.346 -2.178 -4.874
H -0.661 -2.112 -6.262
C -3.420 1.213 1.100
C -4.871 1.311 1.447
O -5.384 2.235 0.545
C -6.325 3.140 0.987
O -6.572 3.470 2.159
C -7.029 3.828 -0.191
F -6.813 3.199 -1.367
F -8.377 3.908 0.037
F -6.566 5.113 -0.251
H -2.704 1.959 1.445
H -3.194 1.080 0.042
H -3.129 0.298 1.616
H -5.114 1.462 2.499
H -5.413 0.388 1.243
C 3.420 -3.143 0.450
C 3.332 -4.429 -0.340
O 2.003 -4.775 -0.532
C 1.362 -4.443 -1.711
O 1.908 -3.902 -2.635
C -0.141 -4.672 -1.671
F -0.568 -5.207 -0.513
F -0.858 -3.561 -1.743
F -0.534 -5.535 -2.613
H 3.084 -3.270 1.479
H 2.932 -2.317 -0.067
H 4.492 -3.005 0.592
H 3.806 -5.303 0.107
H 3.824 -4.262 -1.298
C -1.296 -0.870 8.040
O -1.273 -0.746 6.631
C -0.601 0.185 6.006
O 0.349 0.791 6.480
O -1.058 0.337 4.737
C -0.573 1.289 3.810
H -1.554 -1.875 8.373
H -2.009 -0.153 8.447
H -0.337 -0.652 8.511
H -0.858 2.261 4.214
H -1.080 1.238 2.846
H 0.504 1.380 3.666
C -2.071 -3.004 1.140
O -3.252 -2.303 1.504
C -4.388 -2.613 0.809
O -4.471 -3.425 -0.129
O -5.365 -1.971 1.319
C -6.640 -2.033 0.669
H -1.208 -2.874 1.793
H -1.750 -2.691 0.146
H -2.328 -4.057 1.255
H -6.968 -3.070 0.733
H -6.642 -1.675 -0.361
H -7.370 -1.369 1.133
C 1.044 4.864 0.694
O 1.151 4.945 2.139
C 1.915 4.042 2.786
O 2.623 3.207 2.230
O 1.715 4.199 4.083
C 2.430 3.546 5.009
H -0.006 4.863 0.404
H 1.505 3.966 0.282
H 1.460 5.817 0.365
H 3.488 3.541 4.746
H 2.097 2.516 5.135
H 2.391 4.080 5.958
C 4.746 5.327 0.257
O 4.051 5.387 -1.009
C 3.573 4.172 -1.499
O 3.418 3.084 -0.879
O 3.230 4.380 -2.754
C 2.933 3.260 -3.597
H 4.363 4.557 0.927
H 4.762 6.258 0.824
H 5.820 5.161 0.177
H 2.989 3.533 -4.651
H 1.952 2.829 -3.394
H 3.733 2.522 -3.544
C 2.870 -0.272 -2.661
O 4.329 -0.260 -2.634
C 4.909 -0.040 -1.444
O 4.336 0.182 -0.396
O 6.202 -0.364 -1.516
C 6.885 -0.515 -0.298
H 2.533 -0.317 -3.697
H 2.525 0.585 -2.082
H 2.564 -1.170 -2.124
H 6.785 0.292 0.428
H 7.958 -0.561 -0.482
H 6.449 -1.390 0.183

- frontier orbital gap (spin up / spin down) (eV) = 7.04 / 7.55
- HOMO (spin up / spin down) (eV) = -11.60 / -11.66
- total charge = +1
- F_max (eV/Å) = 4.55
- LUMO energy (spin up / spin down) (eV) = -4.56 / -4.10
- spin multiplicity = 5